[1]
# C17H43NO18

9 unconnected molecules or ions with the total composition C17H43NO18 (ωB97M-V/def2-TZVPD, OMol25).

Element x y z (Å)
1 O -3.99 -0.92 0.80
2 H -3.07 -1.76 2.36
3 C 0.92 3.85 5.49
4 H 4.73 2.00 1.99
5 C 2.09 2.96 3.60
6 C -3.11 2.30 -3.15
7 C 0.59 -4.40 -0.67
8 H 1.57 -0.22 -3.12
9 H 0.88 3.60 -0.08
10 C 0.11 4.32 -0.34
11 O -0.16 -0.72 -1.09
12 H 0.42 4.95 -1.18
13 H -4.58 1.89 0.53
14 H -2.92 -1.36 -2.98
15 H -2.51 -1.09 -5.71
16 C 5.96 -3.56 -4.13
17 O 2.14 3.52 4.84
18 H 3.22 0.31 -2.87
19 O -1.76 2.33 4.04
20 H -2.36 0.59 4.90
21 H -4.49 -1.01 2.91
22 H -2.69 1.56 2.68
23 O -3.10 1.22 1.88
24 O 1.02 2.78 2.98
25 H 1.10 -3.90 -3.27
26 H 1.23 -4.80 1.69
27 H 0.03 -3.41 1.84
28 O 0.19 -5.01 -1.86
29 H 6.21 -4.31 -4.87
30 O -2.59 2.72 -1.91
31 C 4.11 -2.23 -3.18
32 C 0.18 -4.48 1.68
33 H -1.47 -0.51 -3.50
34 H 0.79 0.45 1.76
35 H 2.50 -0.71 -1.69
36 H -0.92 2.64 3.71
37 H 6.40 -3.79 -3.16
38 C -4.09 -1.54 2.04
39 H 2.01 -5.24 -2.74
40 N 0.34 0.03 -0.27
41 H -0.82 0.75 1.13
42 O -0.53 3.10 -2.81
43 H -3.47 -0.13 0.96
44 O 2.99 -1.68 -3.57
45 C -1.51 1.02 4.37
46 H -0.62 0.90 5.00
47 H 0.63 3.11 6.24
48 H 0.95 4.85 5.94
49 C -2.25 -1.20 -3.82
50 O -2.97 -0.84 -4.90
51 H 0.55 -5.36 -3.92
52 C 2.55 -0.54 -2.76
53 H 3.25 0.94 2.00
54 C -1.32 3.19 -1.89
55 C 0.99 -4.96 -3.01
56 O 4.58 -2.22 -2.03
57 O -0.21 -4.86 0.38
58 H -0.38 -1.01 1.54
59 H -1.23 0.37 3.55
60 C -0.04 -0.02 1.23
61 H 0.04 5.05 0.46
62 O -1.11 3.65 -0.63
63 H -4.62 -2.47 1.89
64 O 1.07 0.96 -0.59
65 H -0.31 -5.11 2.42
66 O 1.48 -3.57 -0.50
67 O 4.63 -2.99 -4.14
68 H 6.65 -2.80 -4.49
69 C 3.65 1.95 1.98
70 H 3.26 2.51 1.13
71 H 0.10 3.88 4.78
72 C -4.14 2.10 1.51
73 H -3.49 2.95 1.32
74 H -1.75 -2.16 -3.92
75 H -3.12 3.11 -3.88
76 H -2.72 1.33 -3.47
77 H -4.18 2.19 -2.94
78 O 3.37 2.63 3.24
79 H -4.89 2.35 2.26

Values from the calculation:
E, Eh: -2082.3720
Energy above the lowest of the compared OMol25 structures with the same formula, charge and spin, kJ/mol: 0.0
HOMO energy, eV: -9.46
Charge: 0



[2]
# C17H44FN6O4S2

A molecular structure, C17H44FN6O4S2 (ωB97M-V/def2-TZVPD, OMol25).

Element x y z (Å)
1 N 2.13 -2.41 2.54
2 H 3.74 4.20 4.03
3 C -2.74 -3.33 0.99
4 H -6.73 -2.63 -2.56
5 H -6.10 -0.83 -6.13
6 H -3.50 -1.80 -5.06
7 O -0.66 -3.21 2.71
8 H -7.58 -0.52 -3.42
9 C -6.68 -0.49 -2.81
10 C -5.98 -1.85 -2.76
11 H 7.40 3.69 2.39
12 H -4.46 -0.39 -4.65
13 H -2.53 -1.24 0.14
14 H -6.99 -0.20 -1.80
15 H -3.60 -0.50 -2.30
16 H 5.25 5.62 -0.06
17 N 3.65 -2.87 0.70
18 H -2.72 -1.99 -2.69
19 C -5.92 -2.73 -5.05
20 S -0.95 -3.60 1.30
21 H -6.02 0.30 -3.18
22 H 3.86 5.02 1.92
23 H 4.25 -3.39 1.34
24 C -3.13 -1.06 -3.11
25 H -5.34 -1.87 -1.87
26 O -0.37 -0.61 1.42
27 H -2.37 -1.33 2.82
28 C -4.09 -1.34 -4.25
29 H -4.14 -1.62 2.84
30 C -3.18 -1.83 0.82
31 H -3.11 -3.98 0.16
32 H -2.29 -0.47 -3.46
33 H 4.73 -1.55 2.37
34 C 4.52 3.48 4.27
35 H 6.95 4.56 0.96
36 H 3.60 5.22 -0.53
37 H 5.32 3.99 4.80
38 H 4.27 2.02 2.73
39 H 5.90 2.13 3.32
40 H -3.26 -3.71 1.90
41 H 7.42 6.24 2.54
42 C 2.92 -1.83 1.45
43 C 6.55 5.62 2.78
44 H 5.66 6.22 2.54
45 H 4.26 -0.31 1.39
46 C -6.70 -1.71 -5.88
47 H 6.57 5.44 3.85
48 S 0.34 -1.30 0.30
49 H -7.61 -1.39 -5.38
50 H -7.01 -2.17 -6.83
51 C 2.12 -0.88 0.48
52 N 5.38 3.54 1.86
53 H 4.09 2.76 4.97
54 H -6.60 -3.52 -4.73
55 H 2.67 -0.89 -0.50
56 N -5.17 -2.25 -3.90
57 C 4.24 4.22 1.27
58 C 5.04 2.74 3.03
59 O -0.08 -0.63 -0.99
60 C 6.60 4.32 1.98
61 N 0.07 -2.95 0.13
62 H 1.39 -1.80 2.86
63 H 3.43 3.50 1.15
64 N 3.95 -0.96 2.11
65 H -4.23 -1.85 0.42
66 O -0.77 -5.09 1.20
67 H 2.97 -3.48 0.26
68 H 4.90 4.05 -0.79
69 H 1.75 -3.29 2.20
70 C -3.31 -1.17 2.24
71 F -3.44 0.23 2.14
72 H -5.21 -3.24 -5.72
73 H 2.17 0.16 0.87
74 C 4.53 4.81 -0.10

Values from the calculation:
E, Eh: -2199.8574
HOMO energy, eV: -6.22
Charge: -1



[3]
# C17H44I2N8O13P

A molecular structure, C17H44I2N8O13P (ωB97M-V/def2-TZVPD, OMol25).

Element x y z (Å)
1 O -3.89 2.30 -2.83
2 H 2.98 6.57 -3.41
3 H -2.82 0.05 -2.04
4 C -1.26 1.97 -1.02
5 H 3.39 4.82 -3.36
6 H -2.29 2.19 -1.53
7 H -0.64 -2.41 -1.77
8 H -0.11 -5.40 3.78
9 H -1.11 -9.39 -1.17
10 N -2.24 -8.36 0.26
11 H 5.08 -3.32 2.91
12 H -1.87 6.85 1.61
13 H -2.51 -2.54 -1.74
14 O -1.59 -7.31 0.34
15 O -3.68 4.31 -1.94
16 H 0.73 3.16 -0.62
17 H -6.03 4.42 -3.06
18 N 6.97 -3.97 2.29
19 H 0.59 -4.21 1.19
20 H 1.98 7.89 0.62
21 H -0.10 1.05 -2.78
22 N -1.81 -3.99 2.26
23 C -1.73 -0.44 -2.10
24 H 2.39 -3.67 0.78
25 H 3.56 5.74 -4.90
26 H -1.83 5.13 -1.25
27 C -5.21 4.03 -3.67
28 H -0.52 -0.20 0.90
29 C -0.24 5.61 0.43
30 H -1.39 -5.80 4.98
31 H -1.59 -0.68 -3.26
32 H -1.25 -5.55 0.04
33 C -0.57 -6.18 4.38
34 P -2.22 -3.58 0.57
35 N 0.46 -6.71 5.31
36 O 1.12 4.24 -3.92
37 C 2.96 8.18 0.24
38 H -5.56 3.22 -4.31
39 H -1.94 4.03 0.29
40 C 0.92 -1.94 0.54
41 H -1.35 1.74 0.14
42 H 1.70 -1.13 0.95
43 C -0.56 0.66 -1.75
44 H -1.71 5.05 2.21
45 H -4.75 4.82 -4.26
46 O 0.96 -5.91 6.11
47 O 7.28 -5.06 1.79
48 I 1.91 -2.85 3.38
49 C -1.60 -1.88 -1.34
50 C -2.15 -9.12 -1.01
51 O 7.50 -2.88 2.03
52 H -2.49 -3.60 2.95
53 H -0.09 6.61 -0.15
54 C 2.99 5.63 -3.97
55 O 0.99 6.14 -5.04
56 C -1.08 5.98 1.81
57 H -0.18 3.68 -2.28
58 H -1.76 -5.03 2.37
59 O -2.95 -8.83 1.16
60 C -0.55 -1.39 0.95
61 H -0.92 -7.00 3.73
62 C 1.37 -3.35 1.32
63 O 3.13 6.24 -1.03
64 H -0.69 -1.62 2.12
65 C -0.31 3.34 -1.16
66 H 0.81 5.19 0.75
67 H 3.75 7.85 0.92
68 N -4.18 3.50 -2.74
69 H -0.35 6.31 2.67
70 H -2.52 -8.46 -1.81
71 H 3.02 9.25 0.07
72 O 0.75 -7.91 5.21
73 O -1.33 -4.68 -0.50
74 N 1.59 5.31 -4.34
75 H 0.34 0.23 -1.14
76 O 3.35 8.18 -2.06
77 N 3.16 7.48 -1.06
78 I -3.35 -0.74 0.86
79 H 1.15 -2.03 -0.60
80 H 5.51 -4.99 3.42
81 C 5.87 -3.97 3.29
82 H 6.29 -3.58 4.23
83 N -1.72 -1.88 0.16
84 H -2.78 -10.01 -0.94
85 C -1.18 4.57 -0.43

Values from the calculation:
E, Eh: -3026.0048
HOMO energy, eV: -11.98
Charge: +1



[4]
# C17H46N2O6

6 unconnected molecules or ions with the total composition C17H46N2O6 (ωB97M-V/def2-TZVPD, OMol25).

Element x y z (Å)
1 H -3.29 -1.26 7.17
2 C -3.04 -2.37 -3.28
3 O -3.52 -0.81 5.12
4 H 4.72 -1.30 -3.88
5 N -4.25 2.76 4.38
6 H 2.45 -1.57 -4.74
7 C -3.61 1.08 2.82
8 H -2.56 0.92 0.09
9 C 3.81 0.57 -3.39
10 C -4.24 1.30 4.19
11 H -2.91 -3.44 -3.46
12 O 1.07 0.79 2.27
13 H -4.02 -2.06 -3.65
14 H -1.40 3.88 -0.24
15 H -4.75 3.21 3.62
16 H 1.53 1.66 -2.09
17 H 3.70 -2.49 0.37
18 C 1.41 1.34 -3.12
19 H 2.66 -1.01 0.58
20 H 0.14 0.34 4.09
21 H 0.49 -0.56 -1.33
22 H -4.16 1.55 1.99
23 O -0.64 3.37 -0.53
24 N 2.16 -0.71 -2.04
25 C 4.56 -1.03 -1.68
26 H 0.34 1.21 -3.24
27 H 5.32 -1.74 -1.37
28 H 4.59 -0.13 -1.07
29 H -1.00 0.38 2.65
30 C -3.57 0.58 5.35
31 H -4.07 0.85 6.28
32 C -1.88 0.10 -0.15
33 C 1.96 -0.62 -4.56
34 H -1.92 -1.81 6.18
35 H -2.54 0.94 5.43
36 H -0.72 1.63 -0.57
37 C 2.31 0.11 -3.29
38 H 0.11 -0.88 2.90
39 H 0.88 -0.76 -4.56
40 H -4.80 3.04 5.19
41 H -2.31 -0.55 -0.91
42 H -2.67 1.63 2.79
43 C 4.84 -0.52 -3.12
44 H 4.05 1.40 -2.72
45 H -3.05 -2.29 -2.19
46 H 2.18 -3.63 -2.03
47 H 0.36 5.08 0.04
48 H 2.04 -2.57 -0.01
49 H -5.27 0.92 4.27
50 H 1.44 3.67 -0.30
51 H -3.43 -2.58 6.11
52 C 2.88 -1.88 -0.03
53 H 0.85 0.70 1.34
54 H 3.96 -3.66 -2.14
55 O 0.87 -1.20 -1.95
56 C 0.47 3.99 0.07
57 H -1.19 -1.81 -3.20
58 H 1.75 2.13 -3.80
59 O -0.62 0.68 -0.42
60 C 3.14 -1.67 -1.54
61 H 2.91 -2.88 -3.34
62 O -1.95 -1.64 -3.77
63 H 0.51 3.68 1.12
64 C 3.07 -3.05 -2.27
65 H -3.53 0.02 2.59
66 H 2.23 0.05 -5.38
67 C -2.98 -1.58 6.17
68 H 5.86 -0.15 -3.12
69 H -1.77 -0.53 0.73
70 C 0.01 0.21 3.01
71 H 4.01 0.95 -4.39

Values from the calculation:
E, Eh: -1236.1132
Energy above the lowest of the compared OMol25 structures with the same formula, charge and spin, kJ/mol: 111.4
HOMO energy, eV: -7.85
Charge: 0



[5]
# C17H48Br2F3N4O9SV

A molecular structure, C17H48Br2F3N4O9SV (ωB97M-V/def2-TZVPD, OMol25).

Element x y z (Å)
1 C -12.43 -10.44 4.18
2 H -17.98 -17.62 -3.75
3 F -18.98 -10.23 7.06
4 Br -13.21 -13.85 2.50
5 C -16.92 -18.40 -2.01
6 N -20.37 -9.81 1.62
7 H -11.07 -11.30 5.61
8 H -14.91 -10.96 -1.64
9 O -17.69 -12.88 7.11
10 H -19.42 -11.78 3.29
11 S -18.13 -12.40 5.85
12 C -9.40 -9.22 5.76
13 C -19.64 -12.02 2.25
14 O -15.12 -11.69 3.57
15 H -12.73 -13.67 -2.58
16 H -19.05 -12.90 1.99
17 C -15.95 -16.60 1.02
18 H -16.99 -12.36 -0.74
19 H -15.05 -17.56 -1.37
20 C -19.30 -10.86 1.35
21 H -12.95 -9.24 5.83
22 H -21.00 -14.03 1.06
23 C -14.80 -13.82 -1.07
24 H -17.18 -10.98 1.41
25 H -17.47 -14.04 -0.74
26 H -21.14 -12.59 0.11
27 N -13.38 -9.98 5.27
28 O -15.84 -13.60 -1.99
29 F -16.90 -10.12 6.42
30 H -13.56 -10.75 5.92
31 H -18.87 -19.22 -1.98
32 H -16.27 -17.21 -3.66
33 O -19.50 -12.67 5.48
34 H -15.95 -17.42 1.75
35 O -17.19 -12.54 4.73
36 H -18.10 -19.34 -0.52
37 N -12.89 -12.69 -2.31
38 C -17.07 -13.24 -1.39
39 O -10.72 -9.28 5.25
40 F -18.48 -9.90 4.96
41 V -15.62 -13.24 3.53
42 H -14.37 -14.82 -1.23
43 H -8.65 -9.27 4.97
44 H -19.43 -11.08 0.29
45 C -15.98 -17.92 -0.91
46 H -14.90 -16.36 0.82
47 C -13.80 -12.71 -1.07
48 C -18.13 -10.57 6.11
49 H -12.23 -8.48 3.28
50 H -13.54 -10.62 -0.64
51 H -20.52 -9.76 2.64
52 H -10.37 -10.84 4.00
53 H -9.23 -10.01 6.49
54 H -11.99 -12.26 -2.13
55 H -22.52 -13.11 1.11
56 H -15.74 -18.78 -0.27
57 H -17.36 -16.35 -2.65
58 H -18.64 -17.87 -1.06
59 H -9.24 -8.28 6.29
60 Br -15.93 -15.74 4.47
61 H -16.42 -15.78 1.55
62 H -17.81 -9.32 1.06
63 H -14.30 -9.69 4.91
64 H -17.79 -13.07 -2.19
65 H -11.91 -9.81 2.20
66 H -12.80 -11.42 3.94
67 H -21.29 -10.11 1.28
68 C -14.34 -11.34 -0.78
69 H -13.57 -9.43 2.68
70 H -15.16 -13.93 -0.04
71 C -11.07 -10.56 4.80
72 C -17.95 -10.24 1.62
73 H -13.04 -12.85 -0.30
74 O -16.52 -13.37 2.21
75 C -12.54 -9.50 3.03
76 O -21.03 -12.29 2.20
77 H -17.88 -9.97 2.68
78 H -13.32 -12.22 -3.11
79 H -16.42 -19.27 -2.43
80 N -18.21 -18.75 -1.35
81 C -17.18 -17.35 -3.07
82 H -20.15 -8.88 1.26
83 O -16.65 -16.94 -0.17
84 H -15.03 -11.40 0.06
85 C -21.44 -13.03 1.08

Values from the calculation:
E, Eh: -8362.0352
HOMO energy, eV: -11.79
Charge: +2



[6]
# C17H50AsF6O8

A molecular structure, C17H50AsF6O8 (ωB97M-V/def2-TZVPD, OMol25).

Element x y z (Å)
1 H 5.07 -18.28 -9.68
2 H 0.54 -15.23 -6.40
3 H 3.29 -12.65 -14.12
4 H 3.88 -17.63 -10.77
5 O -1.05 -17.48 -12.35
6 H 4.24 -14.18 -12.38
7 H -0.40 -16.92 -3.91
8 H -1.91 -11.89 -11.01
9 H 3.75 -11.93 -9.31
10 O 4.76 -13.79 -13.10
11 H 2.89 -13.73 -7.40
12 H -0.38 -14.53 -5.04
13 H 0.14 -19.51 -13.61
14 H -1.33 -14.15 -14.70
15 H -0.84 -14.71 -13.15
16 H -2.16 -16.38 -5.38
17 F 0.70 -13.19 -11.13
18 H -1.04 -14.54 -6.59
19 F 1.33 -16.00 -9.13
20 C 0.28 -19.55 -12.53
21 C -0.86 -18.79 -11.86
22 O -0.38 -17.32 -4.79
23 O 3.36 -17.30 -6.97
24 H -0.59 -18.73 -10.79
25 H 0.28 -20.62 -12.29
26 H 5.01 -10.93 -8.70
27 F 0.72 -15.61 -11.50
28 H 0.13 -15.82 -15.43
29 H 2.39 -20.52 -6.40
30 H 4.28 -19.12 -7.30
31 H 3.05 -11.57 -7.02
32 H 1.20 -15.74 -14.01
33 H -1.08 -17.00 -6.64
34 C 2.44 -19.44 -6.22
35 H 4.18 -15.39 -9.76
36 H 2.65 -16.94 -7.52
37 H 2.74 -19.42 -5.17
38 H 2.78 -18.93 -8.19
39 H 7.78 -16.93 -10.99
40 C -1.12 -16.49 -5.68
41 H 5.41 -18.35 -11.35
42 C -3.21 -13.29 -10.53
43 C 3.28 -18.69 -7.24
44 H 5.37 -12.59 -8.80
45 H -4.93 -14.55 -10.35
46 C 4.19 -12.58 -13.48
47 C -0.43 -15.16 -5.93
48 H -0.04 -12.83 -12.83
49 O 5.09 -15.59 -9.48
50 H 5.58 -15.82 -11.49
51 C 4.54 -11.92 -8.56
52 H -5.31 -12.84 -10.49
53 H 1.27 -19.15 -12.34
54 F -0.63 -14.67 -9.61
55 C 3.76 -11.71 -12.32
56 H 1.24 -14.61 -15.39
57 H -4.76 -13.78 -11.92
58 O 3.74 -13.54 -6.98
59 H 4.87 -12.00 -14.12
60 H 1.42 -19.03 -6.22
61 H 7.54 -15.61 -9.78
62 C -0.45 -14.23 -14.05
63 H 2.95 -12.15 -11.75
64 F 1.41 -13.60 -8.71
65 H -3.04 -13.24 -9.45
66 As 1.03 -14.59 -10.12
67 C 5.66 -16.35 -10.54
68 H -1.82 -19.32 -11.84
69 C -4.65 -13.62 -10.85
70 O -2.85 -12.05 -11.13
71 C 3.97 -12.16 -7.18
72 O 0.08 -12.96 -13.78
73 C 7.14 -16.53 -10.19
74 C 0.59 -15.15 -14.69
75 H 3.56 -10.71 -12.70
76 H -2.52 -14.05 -10.91
77 F 2.75 -14.47 -10.53
78 H 4.58 -11.48 -11.63
79 H 7.26 -17.30 -9.41
80 H 4.62 -11.76 -6.39
81 C 4.96 -17.69 -10.60
82 H -0.37 -16.90 -11.97

Values from the calculation:
E, Eh: -4114.7543
HOMO energy, eV: -7.28
Charge: -1